Record 1
{
  "formula": "C4H8N2",
  "method": "the ωB97M-V functional and the def2-TZVPD basis",
  "e_homo_ev": -21.185,
  "gap_ev": 8.85,
  "charge": 2,
  "elements": ["N", "N", "C", "C", "C", "C", "H", "H", "H", "H", "H", "H", "H", "H"],
  "xyz": [[-0.93804, -0.36145, 1.27994], [0.53585, -0.15793, -0.29584], [-0.88221, 0.28739, -0.96558], [-1.71235, 0.29476, 0.15549], [1.91513, 0.06507, -0.74955], [0.29253, -0.57933, 0.94387], [-2.05425, 1.32609, 0.34749], [1.02508, -0.86734, 1.71347], [-1.23720, -0.79386, 2.15970], [2.62303, -0.55273, -0.15286], [-2.56954, -0.37837, 0.07606], [1.99671, -0.16547, -1.83625], [1.95587, 1.20999, -0.65236], [-0.95062, 0.67318, -2.02360]],
  "mulliken_charge": [-0.0210, 0.0161, 0.0980, -0.3555, -0.6704, 0.0379, 0.3740, 0.4132, 0.3013, 0.3418, 0.3925, 0.2967, 0.3582, 0.4171]
}

=====

Record 2
{
  "formula": "C17H39O2P3Y",
  "method": "the ωB97M-V functional and the def2-TZVPD basis",
  "e_homo_ev": -17.424,
  "gap_ev": 7.31,
  "charge": 3,
  "elements": ["Y", "P", "P", "P", "O", "O", "C", "C", "C", "C", "C", "C", "C", "C", "C", "C", "C", "C", "C", "C", "C", "C", "C", "H", "H", "H", "H", "H", "H", "H", "H", "H", "H", "H", "H", "H", "H", "H", "H", "H", "H", "H", "H", "H", "H", "H", "H", "H", "H", "H", "H", "H", "H", "H", "H", "H", "H", "H", "H", "H", "H", "H"],
  "xyz": [[-0.26733, 0.33044, 0.19652], [2.14664, -0.51874, -0.96632], [-1.37848, 2.70951, -0.44526], [1.38887, 0.83564, 2.36283], [-1.81687, -0.18312, 1.91755], [-1.85752, -0.70730, -0.73802], [-0.52465, -4.44652, 1.65067], [-2.55165, -2.49620, -4.34946], [2.81655, -2.05580, -0.21297], [2.18682, 2.48020, 2.26959], [2.22586, -0.94478, -2.74329], [-1.52500, -2.56068, -2.15947], [-3.29725, -0.91979, -2.66549], [-2.30196, -1.45835, -1.85522], [-1.64773, -3.07554, -3.45663], [-3.08068, 2.75995, -1.11622], [3.57424, 0.62498, -0.82036], [-1.61529, 3.56421, 1.16351], [-0.55567, 3.98795, -1.45016], [0.49745, 0.98409, 3.94841], [2.79139, -0.18946, 2.93072], [0.18542, -3.98058, 2.68856], [-3.39446, -1.45344, -3.95306], [-2.02625, 0.33037, 2.72130], [-1.20478, 4.86834, -1.56607], [3.22981, 1.65621, -0.97544], [-0.85317, -2.99238, -1.40443], [-3.06053, 3.15744, -2.14034], [2.00566, -2.63566, 0.25163], [4.04414, 0.55422, 0.16774], [3.55851, -1.81680, 0.55864], [1.93049, -0.07015, -3.33679], [3.64653, -0.11961, 2.24663], [1.27082, -4.12759, 2.76625], [1.43106, 3.27275, 2.21305], [2.48775, -1.24087, 3.00103], [2.81987, 2.54638, 1.37472], [1.53772, -1.77388, -2.95729], [-2.31861, 0.19894, -0.66215], [0.38573, 4.29193, -0.97346], [4.31032, 0.38093, -1.59782], [-3.95049, -0.11756, -2.29881], [-0.32622, 3.57810, -2.44232], [-1.01740, -3.91032, -3.76659], [3.28654, -2.66924, -0.99283], [-0.07465, -5.01512, 0.82891], [-0.22625, 1.80804, 3.92655], [1.23471, 1.18292, 4.74014], [-0.28599, -3.42443, 3.50431], [-4.11209, -1.03056, -4.66182], [3.09724, 0.16394, 3.92720], [-0.76707, 3.36995, 1.83651], [-2.54059, 3.21892, 1.64604], [-1.68418, 4.64728, 0.98700], [-3.53180, 1.75658, -1.14042], [-1.61654, -4.31937, 1.60143], [-0.02525, 0.04921, 4.19273], [-2.63556, -2.87298, -5.36814], [-2.36876, -0.99113, 1.93465], [3.25524, -1.23505, -3.00719], [-3.71120, 3.41395, -0.49613], [2.80657, 2.62968, 3.16514]],
  "mulliken_charge": [0.4178, 0.8629, 1.1564, 1.0317, -0.4544, -0.2258, -0.5931, -0.6945, -1.1586, -1.2060, -1.3291, -0.5504, -0.8097, 1.2912, -0.6212, -1.1771, -1.2969, -1.1971, -1.3239, -1.2661, -1.1002, -0.5484, -0.5386, 0.2813, 0.4499, 0.3610, 0.5745, 0.4146, 0.2054, 0.3772, 0.4166, 0.4434, 0.3130, 0.2889, 0.3860, 0.3108, 0.2824, 0.3591, 0.0133, 0.4199, 0.4408, 0.3784, 0.4264, 0.4661, 0.4600, 0.2988, 0.3852, 0.4474, 0.2828, 0.4279, 0.4988, 0.1898, 0.4103, 0.4100, 0.1978, 0.3072, 0.3829, 0.4226, 0.2727, 0.4857, 0.4367, 0.4057]
}

=====

Record 3
{
  "formula": "C5H12O2",
  "method": "the ωB97M-V functional and the def2-TZVPD basis",
  "e_homo_ev": -9.596,
  "gap_ev": 10.40,
  "elements": ["O", "O", "C", "C", "C", "C", "C", "H", "H", "H", "H", "H", "H", "H", "H", "H", "H", "H", "H"],
  "xyz": [[-0.66709, 5.71976, 4.08411], [1.27877, 1.15564, -2.69683], [-1.61952, -1.15196, -0.14637], [-0.62561, -2.12028, -0.67055], [1.78018, -2.35029, -1.36895], [-1.44252, 0.00343, 0.45433], [0.86337, -1.80209, -0.56443], [-0.74103, -2.36244, -1.77336], [1.44914, -2.76969, -2.31934], [1.51256, 0.43764, -2.09162], [-2.64591, -1.39826, -0.48757], [-2.07412, 0.72844, 0.98986], [-1.38479, 5.18148, 4.43426], [1.54649, 1.93449, -2.19674], [-0.91868, -3.09073, -0.24999], [0.05697, 5.50354, 4.68461], [-0.43060, 0.48923, 0.50634], [2.72271, -2.75014, -0.95457], [1.33968, -1.35778, 0.36680]],
  "mulliken_charge": [-0.6393, -0.6445, -0.0071, -0.3169, -0.6831, -0.7709, -0.1897, 0.2395, 0.2836, 0.3310, 0.2667, 0.2586, 0.3191, 0.3143, 0.2923, 0.3202, 0.1040, 0.2364, 0.2861]
}

=====

Record 4
{
  "formula": "C20H21BrN13O2RuS",
  "method": "the ωB97M-V functional and the def2-TZVPD basis",
  "multiplicity": 5,
  "e_homo_ev": [-11.115, -11.387],
  "gap_ev": [6.60, 5.48],
  "charge": 1,
  "elements": ["Ru", "Br", "S", "O", "O", "N", "N", "N", "N", "N", "N", "N", "N", "N", "N", "N", "N", "N", "C", "C", "C", "C", "C", "C", "C", "C", "C", "C", "C", "C", "C", "C", "C", "C", "C", "C", "C", "C", "H", "H", "H", "H", "H", "H", "H", "H", "H", "H", "H", "H", "H", "H", "H", "H", "H", "H", "H", "H", "H"],
  "xyz": [[0.18795, 0.26245, -0.18030], [-2.10589, 0.25335, -1.49793], [-0.90777, 2.25701, 1.36587], [1.65492, -0.13839, 0.95158], [1.94701, 0.63619, 3.46458], [-2.89564, 1.95961, 3.07155], [1.21836, 1.86556, -1.15318], [2.11220, -2.48693, -3.12480], [0.19292, -1.74968, 1.83880], [-0.64116, -1.33846, 0.74858], [2.53793, 3.14510, -2.36149], [2.73452, -1.41938, -3.52276], [-0.93690, 0.97487, 3.72877], [1.05413, 3.13321, -0.78985], [2.61609, 0.85010, -2.85723], [1.28831, -0.89043, -1.92376], [1.84713, 3.88515, -1.51346], [1.23161, -2.17674, -2.15158], [-7.36373, -0.23182, -1.38450], [-5.20998, 0.09034, -0.36524], [-1.61273, 1.67679, 2.82314], [3.08046, -2.82228, 2.94679], [2.22093, -0.42399, -2.77017], [-1.82260, -0.94083, 1.08571], [2.13896, 1.90262, -2.12663], [3.81882, -2.02849, 5.07999], [-6.23794, 1.88563, -1.59577], [3.21395, -0.80435, 4.84227], [2.44495, -1.60865, 2.70324], [-2.80360, -0.43726, 0.14412], [3.76203, -3.04154, 4.13159], [2.52967, -0.59362, 3.65738], [-4.10397, -0.42319, 0.45057], [-7.32482, 1.06785, -1.87225], [-6.31805, -0.71691, -0.61769], [1.60077, -1.45673, 1.47279], [-3.55292, 1.73621, 4.34889], [-5.17678, 1.39912, -0.84997], [-6.35410, -1.72680, -0.22765], [-4.33070, 2.03791, -0.62783], [4.25102, -3.98881, 4.31050], [1.92064, 0.80321, 2.50288], [3.03684, -3.60145, 2.19341], [-8.21445, -0.86540, -1.59481], [1.94183, -2.13650, 0.68248], [-3.04491, 2.26376, 5.15912], [-1.35395, 0.72781, 4.61184], [-4.57010, 2.10999, 4.28418], [-3.60040, 0.67131, 4.58442], [0.06151, 0.79742, 3.61412], [4.35494, -2.18405, 6.00662], [-4.35292, -0.85355, 1.41797], [3.27909, 0.00562, 5.55664], [-2.12141, -1.01005, 2.13235], [-3.32941, 2.56997, 2.39818], [3.32900, 1.07194, -3.54693], [0.08790, -2.75786, 1.93860], [-8.14816, 1.44648, -2.46279], [-6.21604, 2.90343, -1.96104]],
  "mulliken_charge": [0.6952, 0.0409, -0.2023, -0.9689, -0.8623, -0.0296, 0.6993, -0.5280, -0.2439, -0.4064, -0.3518, -0.3003, -0.1513, -0.4447, -0.0092, 0.8472, -0.5905, -0.5008, -0.6065, 0.1682, 0.2792, -0.6664, 0.3267, -0.2933, 0.3087, -0.4232, -0.7165, -0.5796, 0.2845, 0.7762, -0.7459, 0.4322, -0.6784, -0.4403, -0.3736, 0.5758, -1.1175, -0.3148, 0.4345, 0.4922, 0.4195, 0.3102, 0.4331, 0.3976, 0.6074, 0.3676, 0.2232, 0.3570, 0.3503, 0.1543, 0.4005, 0.4914, 0.4716, 0.4467, 0.3089, 0.2667, 0.3672, 0.3983, 0.4138]
}

=====

Record 5
{
  "formula": "C5H9NO",
  "method": "the ωB97M-V functional and the def2-TZVPD basis",
  "e_homo_ev": -8.630,
  "gap_ev": 9.46,
  "elements": ["O", "N", "C", "C", "C", "C", "C", "H", "H", "H", "H", "H", "H", "H", "H", "H"],
  "xyz": [[-0.08584, -2.27924, 0.94381], [2.10885, -0.83300, -0.52357], [0.84647, 0.92213, 0.76731], [1.12904, -0.31043, 0.07188], [-0.30883, -1.29712, 0.25438], [-1.51867, -1.19095, -0.63546], [-0.13591, 1.85525, 0.09666], [0.67351, 0.77128, 1.83236], [1.91364, -1.83409, -0.69305], [-1.16143, 1.53612, 0.29790], [-1.26150, -0.68091, -1.56774], [1.98880, 1.39437, 0.65831], [-2.29578, -0.62705, -0.11369], [-1.90610, -2.18532, -0.87548], [0.00120, 2.87334, 0.47178], [0.01254, 1.88563, -0.98540]],
  "mulliken_charge": [-0.5157, -0.7062, -0.4101, 0.5831, 0.5092, -1.1247, -1.0798, 0.3207, 0.2834, 0.2664, 0.2931, 0.2624, 0.2956, 0.3498, 0.3545, 0.3183]
}

=====

Record 6
{
  "formula": "C20H56N4O8",
  "method": "the ωB97M-V functional and the def2-TZVPD basis",
  "e_homo_ev": -9.082,
  "gap_ev": 9.53,
  "elements": ["O", "O", "O", "O", "O", "O", "O", "O", "N", "N", "N", "N", "C", "C", "C", "C", "C", "C", "C", "C", "C", "C", "C", "C", "C", "C", "C", "C", "C", "C", "C", "C", "H", "H", "H", "H", "H", "H", "H", "H", "H", "H", "H", "H", "H", "H", "H", "H", "H", "H", "H", "H", "H", "H", "H", "H", "H", "H", "H", "H", "H", "H", "H", "H", "H", "H", "H", "H", "H", "H", "H", "H", "H", "H", "H", "H", "H", "H", "H", "H", "H", "H", "H", "H", "H", "H", "H", "H"],
  "xyz": [[9.22369, 26.90989, -8.89361], [4.91901, 25.80238, -15.53598], [5.21869, 25.17962, -10.09155], [11.35185, 22.29899, -12.45987], [7.34868, 23.01296, -10.72511], [9.31019, 19.89954, -13.02304], [7.74440, 21.52769, -6.49510], [2.65609, 20.96187, -11.83909], [8.66699, 19.53432, -4.98809], [9.43018, 24.84788, -11.89403], [4.55652, 26.39498, -12.75775], [1.66562, 23.48828, -12.67451], [6.10291, 26.16755, -14.80990], [9.21429, 20.89672, -11.98901], [4.96308, 24.69894, -16.33176], [0.27475, 21.66545, -13.35363], [7.67825, 20.29482, -7.09054], [11.41258, 25.72638, -10.82709], [5.58928, 27.04839, -13.62033], [10.57937, 21.55219, -11.54923], [8.47734, 26.16540, -7.93999], [8.72132, 17.95545, -6.88368], [8.75868, 19.40185, -6.40966], [1.54607, 21.51490, -11.18688], [6.10743, 23.30586, -11.37095], [9.93901, 25.36565, -10.68334], [6.70433, 22.41458, -6.90753], [3.60549, 20.29921, -11.03341], [0.84821, 22.44231, -12.14782], [6.70597, 27.44747, -12.68408], [4.98726, 23.92642, -10.53552], [9.02036, 26.50209, -10.23179], [0.95211, 20.70051, -10.77206], [11.78946, 25.91298, -9.82150], [5.84837, 24.71020, -16.96755], [8.49101, 26.87281, -7.11084], [8.78589, 25.13212, -7.78112], [-0.17143, 22.17822, -14.20573], [9.72882, 19.77962, -6.73248], [5.15493, 27.93490, -14.08242], [10.49310, 21.98644, -10.55318], [5.65545, 22.20347, -6.69925], [6.89922, 23.32317, -6.33779], [-0.47681, 20.99403, -12.93839], [6.69314, 26.69062, -11.89979], [11.43556, 26.56885, -11.51833], [1.00029, 20.92573, -13.69202], [7.69651, 17.61264, -6.74099], [4.26154, 19.61029, -11.56547], [7.88082, 20.35376, -8.15993], [6.75743, 25.30768, -14.66726], [6.79607, 26.87337, -15.26756], [1.70094, 23.29038, -13.66431], [4.99939, 23.82612, -15.67985], [12.26688, 22.29428, -12.16955], [7.47457, 26.11007, -8.36366], [6.31847, 23.74367, -12.34661], [4.19809, 23.96628, -11.28634], [1.85437, 22.14852, -10.35526], [0.08295, 23.03505, -11.64667], [8.70299, 20.43399, -11.14489], [4.16693, 27.15238, -12.21492], [8.54840, 21.64720, -12.41499], [7.94695, 23.75727, -10.62673], [6.73838, 19.77657, -6.90038], [2.60053, 23.21855, -12.40380], [4.34860, 20.96062, -10.58795], [7.67051, 27.52041, -13.18651], [8.98931, 17.98281, -7.93986], [3.13041, 19.77380, -10.20495], [8.52497, 20.52586, -4.85857], [9.58296, 19.25837, -4.66414], [6.74671, 22.70124, -7.95831], [9.95087, 24.54413, -9.96706], [5.77377, 22.28418, -11.55241], [3.83012, 26.04204, -13.36427], [4.79130, 23.14960, -9.79643], [9.10264, 27.36845, -10.88811], [9.51238, 17.41595, -6.36286], [11.86614, 24.85327, -11.29621], [6.53089, 28.46982, -12.34904], [9.91144, 24.02554, -12.22905], [5.24041, 25.82445, -10.80241], [8.61193, 19.24127, -12.99615], [11.36757, 20.80456, -11.46037], [7.98113, 26.21623, -10.39418], [9.45362, 25.51666, -12.65052], [4.08751, 24.40679, -16.91151]],
  "mulliken_charge": [-0.4839, -0.3813, -0.6731, -0.5765, 0.1069, -0.6282, -0.3250, -0.2988, -0.8117, -0.3739, -0.5628, -0.5799, -0.9590, 0.2722, -0.7444, -1.5003, -0.4792, -1.6274, 0.5592, -0.5803, -0.6163, -1.3182, 0.4473, -0.7980, -0.4356, 0.7693, -0.6157, -0.5595, 0.3288, -0.8008, -0.0285, 0.1833, 0.5360, 0.3855, 0.3412, 0.3597, 0.1943, 0.4030, 0.2970, 0.2434, 0.2186, 0.3487, 0.3377, 0.3857, -0.3426, 0.3609, 0.3569, 0.3671, 0.2858, 0.1424, 0.4183, 0.3716, 0.2838, 0.2620, 0.3671, 0.2478, 0.2055, 0.1199, 0.3620, 0.2733, 0.1293, 0.2442, -0.0389, -0.1832, 0.3342, 0.1600, -0.0106, 0.3970, 0.3023, 0.3549, 0.2975, 0.2766, 0.0446, 0.0217, 0.2939, 0.2509, 0.2625, 0.3581, 0.3553, 0.3221, 0.4102, 0.0819, 0.1919, 0.3243, 0.5383, -0.2571, 0.2196, 0.2773]
}

=====

| no. | total energy (eV) |
| --- | --- |
| 1 | -7236.034 |
| 2 | -51241.064 |
| 3 | -9471.990 |
| 4 | -127995.666 |
| 5 | -8866.641 |
| 6 | -43982.509 |